(1)
Entry from the OMol25 dataset: C10H9OP as an isolated structure (ωB97M-V with the def2-TZVPD basis set).

Summary:
LUMO level (alpha / beta): -0.588 / -0.589 eV
molar mass: 176.16 g mol⁻¹
orbital gap (alpha / beta): 7.12 / 7.12 eV

ORCA input file:
```
! wB97M-V def2-TZVPD RIJCOSX def2/J DEFGRID3
* xyz 0 1
C 3.5181 -2.2190 -0.6796
C 3.5038 -1.0536 -0.3823
C -3.4044 -0.6618 -0.0564
C -2.7961 -0.4847 1.1788
C -2.6507 -0.3721 -1.2046
C -1.5066 -0.0968 1.2648
C -1.3839 0.0366 -1.1101
C -0.8156 0.1624 0.1254
C 0.8222 2.0209 -0.1190
C 3.3544 0.3429 -0.1612
O 4.0803 0.9984 0.7058
P 1.0657 0.4019 0.2111
H 3.3007 -3.2500 -0.6867
H -4.4846 -0.9737 -0.1542
H -3.4772 -0.6935 2.0464
H -3.2807 -0.2555 -2.1392
H -1.0767 -0.0544 2.2702
H -0.8025 0.4487 -1.9316
H -0.0366 2.4732 -0.5675
H 1.4904 2.8314 0.0546
H 4.5799 0.3988 1.3354
*
```

=====

(2)
Entry from the OMol25 dataset: a 2-piece molecular cluster, C5H9ClN2 overall (ωB97M-V with the def2-TZVPD basis set).

Summary:
LUMO level (alpha / beta): 0.286 / 0.131 eV
molar mass: 132.59 g mol⁻¹
orbital gap (alpha / beta): 8.39 / 8.28 eV

ORCA input file:
```
! wB97M-V def2-TZVPD RIJCOSX def2/J DEFGRID3
* xyz 0 1
C -0.1425 0.1523 0.3038
C 0.5952 0.2446 1.3865
C -0.5657 0.7012 -2.1207
C -0.4272 -1.6805 -1.1438
C 0.1793 -0.2567 -1.1100
N 0.9768 1.3474 3.8699
N -0.0671 0.9956 3.4657
Cl 2.1558 -0.2117 1.7062
H -1.1136 0.3744 0.4142
H -1.2926 1.2702 -1.5049
H 0.1759 1.4053 -2.6532
H -1.1100 0.1546 -2.8680
H -0.4806 -2.0179 -0.0633
H -1.4875 -1.8962 -1.4413
H 0.1276 -2.4443 -1.5996
H 1.2852 -0.2518 -1.3018
H 1.1909 2.1135 4.6603
*
```

=====

(3)
Entry from the OMol25 dataset: an isolated ion of composition C6H12NO and charge -1 (ωB97M-V with the def2-TZVPD basis set).

Summary:
LUMO level: 3.766 eV
molar mass: 114.17 g mol⁻¹
orbital gap: 4.28 eV

ORCA input file:
```
! wB97M-V def2-TZVPD RIJCOSX def2/J DEFGRID3
* xyz -1 1
C 2.3029 -2.1534 -0.3044
O 3.4128 -1.4716 -0.8839
C 0.9345 -1.6443 -0.8034
C 0.2050 -0.7405 0.1809
C -0.7150 0.3123 -0.3951
N -2.6604 3.1353 1.3491
C -2.3892 1.9742 0.5111
C -1.2132 1.2750 0.5218
H 2.3681 -2.0432 0.7842
H 2.4110 -3.2206 -0.5279
H 1.1854 -1.0228 -1.6864
H 0.3393 -2.4760 -1.1920
H -0.3347 -1.3884 0.8988
H 0.9660 -0.2557 0.7947
H -1.3107 0.0455 -1.2633
H 3.0584 -0.8815 -1.5584
H -3.1449 3.8571 0.8279
H -1.7658 3.5550 1.6056
H -3.1152 1.6889 -0.2324
H -0.5343 1.4547 1.3732
*
```

=====

(4)
Entry from the OMol25 dataset: C44H67N13PRhS2 as an isolated structure (ωB97M-V with the def2-TZVPD basis set).

Summary:
LUMO level (alpha / beta): -5.025 / -6.822 eV
molar mass: 976.12 g mol⁻¹
orbital gap (alpha / beta): 7.14 / 5.77 eV

ORCA input file:
```
! wB97M-V def2-TZVPD RIJCOSX def2/J DEFGRID3
* xyz 2 5
Rh 0.1226 -0.1037 0.0313
C 2.1756 -1.2395 4.6839
N 2.7197 -0.3468 3.6428
C 3.8282 0.4545 4.1498
C 1.8013 0.2610 2.7948
N 1.0850 -0.4689 1.9903
C 1.1913 -1.9209 2.1894
C 0.6688 -2.7411 1.0205
N -0.5492 -2.1281 0.4633
C -0.9261 -2.6815 -0.8532
C -1.6126 -1.6011 -1.6767
N -0.7293 -0.4430 -1.8696
C -0.8498 0.2172 -3.0090
N -1.9244 -0.0342 -3.8190
C -1.7620 -0.1624 -5.2582
C -3.2989 -0.0116 -3.3519
N 0.0047 1.1684 -3.4649
C -0.5052 2.2674 -4.2790
C 1.4581 1.1157 -3.4042
C -1.6827 -2.2117 1.4245
C -1.9604 -0.9007 2.1461
N -2.1756 0.1283 1.1453
C -3.3128 0.7661 1.1370
N -3.6253 1.6512 0.1705
C -4.8943 2.3609 0.1135
C -2.6758 2.0494 -0.8477
N -4.2761 0.5615 2.1416
C -5.2590 -0.4899 2.0090
C -4.5184 1.6005 3.1220
N 1.6109 1.6383 2.9678
C 2.5508 2.6321 2.4691
C 0.2356 2.1156 3.0430
H 2.3279 -0.7811 5.6627
H 2.6710 -2.2114 4.6625
H 1.1034 -1.3810 4.5712
H 4.4311 -0.1898 4.7846
H 3.4895 1.3149 4.7364
H 4.4631 0.7948 3.3339
H 0.6143 -2.1986 3.0739
H 2.2288 -2.1936 2.3833
H 0.4687 -3.7581 1.3764
H 1.4207 -2.8025 0.2415
H -1.6051 -3.5315 -0.7447
H -0.0347 -3.0432 -1.3599
H -2.5168 -1.2943 -1.1405
H -1.9097 -2.0199 -2.6402
H -0.7075 -0.2017 -5.5216
H -2.2364 0.6574 -5.8046
H -2.2267 -1.0956 -5.5847
H -3.3347 0.1861 -2.2838
H -3.8076 -0.9562 -3.5607
H -3.8443 0.7852 -3.8666
H -1.5819 2.3649 -4.1689
H -0.2538 2.1500 -5.3364
H -0.0565 3.1956 -3.9260
H 1.8612 0.5143 -4.2242
H 1.7995 0.7054 -2.4671
H 1.8491 2.1271 -3.4939
H -1.4920 -3.0064 2.1506
H -2.5846 -2.4768 0.8726
H -1.1173 -0.6161 2.7732
H -2.8247 -1.0447 2.7942
H -5.5704 2.0338 0.8932
H -5.3698 2.1704 -0.8515
H -4.7325 3.4370 0.2115
H -2.0037 1.2279 -1.0735
H -2.0836 2.9031 -0.5124
H -3.2201 2.3385 -1.7463
H -4.8879 -1.2604 1.3320
H -6.2205 -0.1286 1.6204
H -5.4491 -0.9493 2.9827
H -3.6696 2.2841 3.1434
H -4.6229 1.1504 4.1127
H -5.4295 2.1800 2.9270
H 3.5437 2.2181 2.3255
H 2.6100 3.4656 3.1696
H 2.2118 3.0279 1.5035
H -0.3523 1.4589 3.6837
H -0.2602 2.1999 2.0732
H 0.2499 3.1097 3.4896
C 3.4904 -2.1565 -2.6774
C 2.3267 -1.7909 -2.0319
N 2.3175 -1.0425 -0.9225
C 3.4842 -0.6542 -0.4211
C 4.7130 -0.9613 -1.0028
C 4.7033 -1.7166 -2.1679
C 5.9825 -0.4369 -0.4555
C 6.5368 -0.7019 0.7325
C 6.1044 -1.6981 1.7319
C 6.5767 -1.6108 3.0409
C 6.1394 -2.5679 3.9407
N 5.3431 -3.5684 3.5788
C 5.0056 -3.6050 2.2969
N 5.3176 -2.7179 1.3655
H 3.4447 -2.7628 -3.5717
H 1.3651 -2.0602 -2.4461
H 3.4479 -0.0489 0.4793
H 5.6345 -1.9719 -2.6573
H 6.5053 0.2412 -1.1217
H 7.4416 -0.1704 1.0019
H 7.2513 -0.8193 3.3376
H 6.4403 -2.5460 4.9827
H 4.4084 -4.4539 1.9753
S -1.0262 5.3930 1.1955
P 0.0045 5.8153 -0.4414
S 0.6449 1.9703 -0.4552
C 0.4445 7.5932 -0.4744
C 1.7544 7.9909 -0.7080
C 2.0527 9.3422 -0.8229
C 1.0443 10.2844 -0.6980
C -0.2628 9.8830 -0.4522
C -0.5711 8.5377 -0.3405
C -1.0541 5.6945 -1.9345
C -0.4328 5.7709 -3.1801
C -1.1922 5.7539 -4.3396
C -2.5735 5.6388 -4.2603
C -3.1964 5.5790 -3.0213
C -2.4410 5.6096 -1.8575
H 2.5361 7.2464 -0.7983
H 3.0724 9.6496 -1.0129
H 1.2742 11.3375 -0.7901
H -1.0511 10.6173 -0.3505
H -1.5901 8.2237 -0.1532
H 0.6460 5.8747 -3.2314
H -0.7109 5.8475 -5.3049
H -3.1668 5.6210 -5.1655
H -4.2767 5.5273 -2.9616
H -2.9233 5.6028 -0.8886
*
```

=====

(5)
Entry from the OMol25 dataset: C25H20BF2HgP2S2 as an isolated structure (ωB97M-V with the def2-TZVPD basis set).

Summary:
LUMO level (alpha / beta): 4.780 / 4.773 eV
molar mass: 695.92 g mol⁻¹
orbital gap (alpha / beta): 2.91 / 6.27 eV

ORCA input file:
```
! wB97M-V def2-TZVPD RIJCOSX def2/J DEFGRID3
* xyz -2 2
Hg -2.4594 -0.1348 3.0109
S -2.1199 -2.9645 1.7387
P -0.9622 -1.6152 0.7728
C -0.7734 -0.1680 1.6565
P -0.7132 1.4386 0.9767
S -2.0728 2.6837 1.8012
C 0.9343 2.1212 1.4961
C 1.4323 3.2732 0.8942
C 2.6629 3.7931 1.2745
C 3.4107 3.1682 2.2672
C 2.9048 2.0421 2.8976
C 1.6699 1.5213 2.5124
C -0.6467 1.6431 -0.7830
C 0.5089 1.1642 -1.5186
C 0.5264 1.2427 -2.9008
C -0.5467 1.7757 -3.6166
C -1.6923 2.2596 -2.8908
C -1.7261 2.1871 -1.5199
C -1.6417 -1.4835 -0.9178
C -0.9462 -1.8692 -2.0588
C -1.5247 -1.7051 -3.3200
C -2.7786 -1.1380 -3.4406
C -3.4618 -0.7176 -2.3040
C -2.8895 -0.8867 -1.0482
C 0.6819 -2.4114 0.5215
C 1.8388 -1.6438 0.5714
C 3.0933 -2.2357 0.4576
C 3.2016 -3.6103 0.3139
C 2.0514 -4.3876 0.2781
C 0.7980 -3.7890 0.3695
H 0.8365 3.7624 0.1321
H 3.0409 4.6895 0.7952
H 4.3822 3.5614 2.5492
H 3.4684 1.5650 3.6923
H 1.2555 0.6425 2.9939
H 1.3648 0.7615 -0.9897
H 1.4026 0.8876 -3.4388
H -0.5170 1.8195 -4.6999
H -2.5328 2.6859 -3.4297
H -2.5821 2.5575 -0.9666
H 0.0413 -2.3025 -1.9659
H -0.9894 -2.0230 -4.2075
H -3.2184 -0.9988 -4.4218
H -4.4383 -0.2572 -2.3953
H -3.4166 -0.5791 -0.1532
H 1.7506 -0.5729 0.7053
H 3.9846 -1.6203 0.4889
H 4.1795 -4.0744 0.2447
H 2.1278 -5.4657 0.1912
H -0.1038 -4.3885 0.3507
F -1.8320 -0.0768 5.9504
B -2.9243 -0.1299 5.1729
F -4.0401 0.0028 5.9100
*
```

=====

(6)
Entry from the OMol25 dataset: a 2-piece molecular cluster, C3H10NO2S overall (ωB97M-V with the def2-TZVPD basis set).

Summary:
LUMO level: -3.541 eV
molar mass: 124.18 g mol⁻¹
orbital gap: 9.40 eV

ORCA input file:
```
! wB97M-V def2-TZVPD RIJCOSX def2/J DEFGRID3
* xyz 1 1
O -1.4214 0.1763 1.8735
C -0.9925 0.7969 0.9653
C -0.8089 -0.1174 -0.3692
C 0.5404 0.2869 -0.9107
S 0.8177 1.9992 -1.3444
N -0.8844 -1.5295 -0.0327
H -0.4626 1.8195 0.7869
H -1.8955 0.2373 -0.9737
H 0.4858 -0.0848 -1.9378
H 1.2463 -0.2655 -0.2675
H 1.6085 2.4837 -0.4067
H -1.6325 -1.5013 0.7888
H -0.0431 -2.0300 0.3660
H -1.2087 -2.1050 -0.9014
H 1.0691 -3.4834 1.4609
H 2.1794 -2.6885 0.6695
O 1.3373 -2.6090 1.1316
*
```

=====

(7)
Entry from the OMol25 dataset: C36H44BeN2Si as an isolated structure (ωB97M-V with the def2-TZVPD basis set).

Summary:
LUMO level (alpha / beta): -1.283 / -1.283 eV
molar mass: 541.86 g mol⁻¹
orbital gap (alpha / beta): 4.82 / 4.82 eV

ORCA input file:
```
! wB97M-V def2-TZVPD RIJCOSX def2/J DEFGRID3
* xyz 0 1
C -1.6654 -2.2599 -0.7803
C -0.4118 -2.0670 -1.4206
C 0.6109 -2.2493 -0.4632
H -0.2231 -1.8192 -2.4598
C -0.0147 -2.4670 0.8020
C -1.4102 -2.4839 0.6008
H -2.1681 -2.6818 1.3614
H -2.6411 -2.2340 -1.2476
H 1.6721 -2.1514 -0.6478
H 0.5201 -2.6003 1.7361
Be 0.9134 0.6248 -0.1611
C 3.6279 4.7301 0.7729
H 4.1534 3.7814 0.9345
H 2.5600 4.5636 0.8342
H 3.8772 5.0940 -0.2303
Si 2.8539 0.4622 -1.0068
C 3.6267 1.4335 -2.4146
C 3.8434 0.6733 -3.5898
H 3.3700 -0.3040 -3.7214
C 4.7574 1.0750 -4.5604
H 4.9712 0.4062 -5.3919
C 5.4114 2.2998 -4.4450
H 6.1262 2.6205 -5.2089
C 5.1163 3.1177 -3.3481
H 5.6099 4.0882 -3.2592
C 4.2300 2.7036 -2.3418
H 4.0606 3.3453 -1.4800
C 4.4913 0.0633 -0.0590
C 5.7539 0.2158 -0.6735
H 5.8283 0.6217 -1.6982
C 6.9454 -0.1156 -0.0072
H 7.8941 0.0309 -0.5192
C 6.9202 -0.6407 1.2881
H 7.8388 -0.9745 1.7734
C 5.6802 -0.7185 1.9442
H 5.6360 -1.0617 2.9760
C 4.4773 -0.3897 1.2840
H 3.5128 -0.4646 1.8064
H 2.7297 -0.8099 -1.7819
H 3.9525 5.4636 1.5005
C -4.5868 2.2837 -3.8696
C -4.4896 2.1348 -2.3421
C -4.9932 3.4353 -1.6930
C -5.3960 0.9754 -1.8887
C -3.0409 1.8701 -1.8830
C -1.9725 1.7274 -2.7712
C -0.6831 1.4552 -2.2916
N -0.4299 1.2100 -0.9832
C -1.4604 1.4176 -0.1009
C -2.7447 1.7535 -0.5137
C -1.1210 1.0567 1.2420
C -2.0807 0.9408 2.2532
C -1.7529 0.3201 3.4776
C -0.3971 0.0214 3.6634
C 0.5324 0.2344 2.6278
N 0.1767 0.6402 1.3719
C -2.7676 -0.0552 4.5798
C -2.6527 -1.5454 4.9557
C -2.5160 0.7915 5.8404
C -4.2125 0.2049 4.1475
H -5.6293 2.4520 -4.1704
H -4.2452 1.3744 -4.3845
H -4.0170 3.1560 -4.2185
H -6.0273 3.6522 -1.9996
H -4.9855 3.3410 -0.6028
H -4.3668 4.2777 -2.0169
H -5.0357 0.0254 -2.3091
H -5.4125 0.9082 -0.7943
H -6.4277 1.1460 -2.2318
H -2.1486 1.7525 -3.8512
H 0.1867 1.4592 -2.9470
H -3.5160 1.8624 0.2742
H -3.1075 1.2555 2.0140
H -0.0615 -0.4508 4.5864
H 1.5960 0.0672 2.7854
H -1.6750 -1.8108 5.3800
H -3.4196 -1.7923 5.7041
H -2.8513 -2.1736 4.0783
H -2.6825 1.8497 5.6073
H -3.2292 0.5317 6.6372
H -1.5049 0.6513 6.2422
H -4.3703 1.2747 3.9806
H -4.4484 -0.3765 3.2507
H -4.8993 -0.1110 4.9455
*
```

=====

(8)
Entry from the OMol25 dataset: one molecule with the formula C3H6O2S2 (ωB97M-V with the def2-TZVPD basis set).

Summary:
LUMO level (alpha / beta): 0.111 / -0.976 eV
molar mass: 138.21 g mol⁻¹
orbital gap (alpha / beta): 5.77 / 6.88 eV

ORCA input file:
```
! wB97M-V def2-TZVPD RIJCOSX def2/J DEFGRID3
* xyz 0 3
C 0.8721 0.4114 -0.5280
C 0.2694 -1.7325 0.2034
C -1.6988 1.4971 0.0729
O 2.0833 0.4693 -0.1794
O 0.1968 -0.7221 -0.8260
S 3.4818 -0.6139 0.0102
S 0.0483 1.9511 -0.3140
H 1.1261 -1.5339 0.7812
H 0.3602 -2.6318 -0.3963
H -0.6757 -1.6003 0.6881
H -1.7244 0.8652 0.8909
H -2.1553 1.2239 -0.8500
H -2.1837 2.4165 0.4468
*
```